The following is a quantum chemistry calculation of a single CH3NO2 molecule, from the Open Molecules 2025 dataset.

Cartesian coordinates (Å):
C (0.403833, -0.119604, -0.514565)
N (-0.492649, 0.142755, 0.654775)
O (-0.394207, 1.227971, 1.189012)
O (-1.209546, -0.764852, 1.021996)
H (-0.223993, 0.094386, -1.379504)
H (0.691836, -1.162190, -0.518388)
H (1.224724, 0.581535, -0.453328)

Forces on the atoms, in the same order (eV/Å):
C -0.637 0.315 -0.170
N 0.658 -0.350 0.472
O -0.231 -0.008 -0.143
O -0.117 0.171 -0.169
H 0.190 -0.037 -0.092
H 0.035 -0.036 0.128
H 0.102 -0.055 -0.026

Computed properties:
Structure (SMILES): C[N+](=O)[O-]
Gap between HOMO and LUMO, eV: 11.6
LUMO level, eV: 0.3
HOMO, hartree: -0.414
Net charge: 0
F_max, eV/Å: 0.88
Relative energy (zero: lowest compared OMol25 entry of this formula, charge and spin), kcal/mol: 88.5

=====

The following is a quantum chemistry calculation of 5 unconnected molecules or ions with the total composition C46H65F32N4O8P in a non-equilibrium geometry, from the Open Molecules 2025 dataset.

Cartesian coordinates (Å):
C (0.517564, -4.033646, 3.042260)
C (-0.115923, -4.885690, 2.455225)
C (-0.798039, -5.659550, 1.269059)
C (-1.812420, -4.718865, 0.447340)
O (-1.277533, -4.363121, -0.842942)
C (-0.484455, -3.170137, -0.720570)
C (0.776521, -3.123443, -1.680487)
O (1.051061, -4.504890, -2.069468)
C (2.429719, -4.854015, -1.865277)
C (2.838748, -5.142075, -0.360438)
C (3.660950, -3.892829, 0.231572)
C (-1.394604, -1.822625, -0.783355)
O (-0.476254, -0.763623, -1.011595)
C (-1.005682, 0.563437, -0.999942)
C (-1.276106, 0.928568, -2.534255)
C (-1.544950, 1.111006, -3.698389)
C (-2.388272, 0.804417, -0.293133)
C (-2.442964, 0.606814, 1.277516)
C (-3.932150, 0.071437, 1.614203)
C (-5.064906, 1.092261, 1.206179)
N (-6.317490, 0.273380, 1.006487)
C (-7.478569, 1.125890, 0.657775)
C (-6.571911, -0.568892, 2.172314)
C (-6.403607, -2.145480, 2.043415)
O (-6.875023, -0.085424, 3.249906)
C (0.162069, 1.554526, -0.599760)
C (0.704502, 1.491785, 0.871474)
N (2.145273, 1.976449, 0.796499)
N (0.044401, 2.476572, 1.779301)
N (0.752558, 0.157705, 1.506565)
P (-2.673120, -2.141834, -2.143325)
C (-1.942548, -3.001053, -3.643240)
C (-3.131777, -3.381158, -4.657740)
C (-4.219876, -2.996146, -1.488830)
C (-5.444643, -1.972961, -1.718673)
H (1.000447, -3.224113, 3.637880)
H (-0.029414, -6.143363, 0.597164)
H (-1.385584, -6.502557, 1.740667)
H (-1.980692, -3.806663, 1.096509)
H (-2.766615, -5.312058, 0.301739)
H (-0.072637, -3.177696, 0.344499)
H (1.663946, -2.633199, -1.194387)
H (0.592408, -2.560053, -2.649258)
H (2.592472, -5.821271, -2.441165)
H (3.112044, -4.091254, -2.367376)
H (1.980128, -5.377246, 0.324434)
H (3.559837, -6.020919, -0.311162)
H (4.222261, -4.139452, 1.174680)
H (4.314280, -3.527349, -0.607003)
H (2.869912, -3.134079, 0.530297)
H (-1.942473, -1.822817, 0.200398)
H (-1.789243, 1.487073, -4.718129)
H (-2.661220, 1.892215, -0.488127)
H (-3.250241, 0.214684, -0.732077)
H (-1.765831, -0.218066, 1.660536)
H (-2.343944, 1.556682, 1.876139)
H (-4.043491, -0.885013, 1.005565)
H (-3.931607, -0.144936, 2.720897)
H (-5.260301, 1.891270, 2.014831)
H (-4.898746, 1.622710, 0.228592)
H (-8.264345, 0.447184, 0.193824)
H (-7.898332, 1.669855, 1.577065)
H (-7.212891, 1.861735, -0.164749)
H (-7.342633, -2.626031, 2.447240)
H (-6.253331, -2.469028, 0.978056)
H (-5.530617, -2.461240, 2.686753)
H (1.031057, 1.309621, -1.292675)
H (-0.086711, 2.637624, -0.828090)
H (2.663123, 1.443088, 0.093067)
H (2.542907, 1.884494, 1.733202)
H (0.294784, 2.194305, 2.735420)
H (0.370033, 3.421465, 1.571768)
H (1.250557, 0.242448, 2.403138)
H (1.242328, -0.503614, 0.894500)
H (-1.250787, -2.262269, -4.158536)
H (-1.324800, -3.915950, -3.413759)
H (-4.154820, -3.172233, -4.226394)
H (-3.068409, -2.814864, -5.625756)
H (-3.054201, -4.504526, -4.800475)
H (-4.425991, -4.005416, -1.953843)
H (-4.101129, -3.064215, -0.357764)
H (-6.446517, -2.486392, -1.717812)
H (-5.407333, -1.125090, -0.965550)
H (-5.238885, -1.476647, -2.720763)
C (9.143284, -0.645505, 2.115303)
C (8.585790, -1.791443, 2.981580)
C (8.056369, -2.998590, 2.208891)
F (7.035084, -2.666035, 1.397155)
F (7.577422, -3.941058, 3.063483)
F (7.644688, -1.296934, 3.819840)
F (9.607178, -2.222923, 3.780902)
O (8.253423, 0.448014, 1.851240)
C (7.367398, 0.281726, 0.774367)
C (5.899767, 0.235631, 1.211294)
F (5.674225, -0.759792, 2.092978)
F (5.083644, 0.006929, 0.152949)
F (7.727975, -0.799056, 0.057634)
F (7.556436, 1.348122, -0.035684)
H (9.956072, -0.196586, 2.690367)
H (9.616903, -1.006843, 1.206554)
H (8.841960, -3.463200, 1.614736)
H (5.602638, 1.174939, 1.683511)
C (15.043556, -1.763055, 0.396295)
C (15.202683, -2.601872, -0.886754)
C (14.398990, -2.132270, -2.100020)
F (13.070047, -2.147467, -1.875765)
F (14.620750, -2.956637, -3.153746)
F (14.938891, -3.898021, -0.600817)
F (16.523092, -2.554034, -1.227652)
O (14.121317, -2.244170, 1.377519)
C (12.771111, -1.915016, 1.214298)
C (11.894343, -3.145487, 0.965996)
F (12.289769, -3.826637, -0.126243)
F (10.600025, -2.777090, 0.753551)
F (12.641064, -0.978613, 0.254497)
F (12.385664, -1.324106, 2.368732)
H (16.010498, -1.804686, 0.901699)
H (14.888286, -0.703822, 0.180880)
H (14.692057, -1.121453, -2.399085)
H (11.927599, -3.828518, 1.817657)
C (-10.053937, 6.126608, 3.825382)
C (-9.191554, 7.253507, 4.426908)
C (-8.242440, 7.962077, 3.459594)
F (-7.335330, 7.125450, 2.920499)
F (-7.539820, 8.921506, 4.113892)
F (-8.521986, 6.771186, 5.499030)
F (-10.054421, 8.192979, 4.914764)
O (-9.588474, 4.787469, 3.999534)
C (-8.644683, 4.303740, 3.082152)
C (-7.295186, 3.993757, 3.734015)
F (-6.771743, 5.084205, 4.334937)
F (-6.395793, 3.586230, 2.807694)
F (-8.545845, 5.158341, 2.044648)
F (-9.166223, 3.163812, 2.576088)
H (-10.998450, 6.149750, 4.372881)
H (-10.329390, 6.326701, 2.787700)
H (-8.795883, 8.447038, 2.649849)
H (-7.395911, 3.210155, 4.488371)
C (-3.517369, 5.102474, -4.120791)
C (-4.100484, 3.934087, -3.301249)
C (-4.624368, 2.747568, -4.113787)
F (-5.632651, 3.093395, -4.939147)
F (-5.118000, 1.790876, -3.289369)
F (-5.052523, 4.413124, -2.465254)
F (-3.095933, 3.476572, -2.499924)
O (-4.376603, 6.218147, -4.368641)
C (-5.252495, 6.135039, -5.459798)
C (-6.723237, 6.135507, -5.032649)
F (-6.998281, 5.110855, -4.198507)
F (-7.532552, 5.995291, -6.110029)
F (-4.929613, 5.074237, -6.224157)
F (-5.012468, 7.229261, -6.217585)
H (-2.713217, 5.520713, -3.511910)
H (-3.025449, 4.761132, -5.034177)
H (-3.828163, 2.292989, -4.707718)
H (-6.978857, 7.066178, -4.521098)

Forces on the atoms, in the same order (eV/Å):
C -0.041 0.490 0.719
C 0.019 0.028 -2.331
C -0.079 0.049 1.580
C 0.516 -0.711 0.600
O -0.138 0.896 0.908
C 1.051 1.301 1.771
C -0.789 -0.623 -1.038
O 1.259 1.038 0.734
C 0.211 -1.271 -0.342
C 1.479 0.679 0.368
C -1.460 -0.478 0.000
C 0.487 -3.622 -0.370
O -0.938 0.142 0.857
C -0.698 1.588 -2.493
C -0.014 -0.659 1.231
C -0.005 0.951 -0.689
C -0.131 0.934 1.033
C -1.875 -0.874 0.391
C 1.358 0.643 -0.573
C -0.562 -0.475 0.833
N 0.286 0.360 -0.169
C -0.858 -0.102 0.031
C -0.014 -0.293 0.909
C -0.270 0.655 -0.154
O 0.176 -0.572 -1.215
C 0.429 -0.357 0.004
C 2.119 0.946 0.534
N -0.743 0.378 -0.815
N -0.068 -1.489 -0.226
N -0.943 0.222 -0.148
P -0.689 1.949 -1.137
C 0.229 -0.497 -0.446
C 0.192 -0.451 0.723
C -0.503 0.398 1.011
C 1.039 0.121 -0.723
H -0.692 -1.404 -0.848
H -0.804 0.784 0.699
H 0.560 0.857 -0.597
H -0.178 -0.981 -0.831
H 1.077 0.927 -0.057
H -0.169 -0.034 -1.276
H -1.000 -0.571 -0.241
H -0.039 -0.478 1.226
H -0.399 1.156 0.573
H -0.711 -0.718 0.818
H 0.633 0.238 -0.945
H -1.030 0.869 -0.305
H -0.341 0.169 -1.122
H -0.425 -0.052 1.192
H 1.213 -0.464 -0.464
H 0.473 0.631 -0.899
H 0.515 -0.881 1.509
H 0.505 -1.295 0.024
H 1.406 0.443 0.052
H -0.431 1.387 -0.519
H 0.506 -1.053 -0.877
H -0.181 1.021 0.884
H -0.384 0.076 -1.133
H 0.616 -1.236 -1.112
H 0.097 -0.635 0.919
H 0.694 0.875 0.747
H 0.568 -0.743 -1.521
H -0.031 -0.833 1.150
H 1.049 0.546 -0.346
H -0.053 0.404 1.071
H -0.946 0.369 -0.707
H -1.079 0.142 0.796
H -0.033 -1.405 0.317
H 0.035 0.047 0.617
H 0.094 -0.110 -0.538
H -0.244 0.582 -0.444
H 0.138 -0.526 0.150
H -0.167 -0.155 -0.703
H -0.246 0.412 0.383
H -0.839 -0.696 0.819
H -0.703 0.852 -0.202
H 1.103 -0.170 -0.389
H 0.082 -0.733 0.915
H -0.283 1.425 -0.251
H 0.362 1.048 0.675
H -0.053 -0.476 -1.321
H 0.970 0.530 0.106
H -0.207 -1.141 -0.728
H -0.653 -0.618 1.081
C 0.597 0.681 0.124
C -0.222 0.798 0.244
C -0.169 -0.906 0.052
F 0.053 -0.217 0.103
F 0.139 0.194 0.251
F -0.039 -0.211 -0.137
F 0.070 -0.270 -0.378
O -0.987 -0.912 -0.441
C 1.752 0.115 0.169
C -0.733 0.056 0.358
F 0.087 0.264 0.022
F 0.322 0.119 -0.214
F -0.467 0.272 -0.345
F -0.485 0.021 0.154
H -0.241 -0.017 0.157
H -0.360 -0.017 0.074
H -0.040 0.121 0.080
H 0.214 0.106 -0.106
C 0.537 0.334 0.541
C -0.057 -0.541 0.715
C 0.000 0.025 -0.872
F 0.126 -0.028 0.036
F 0.228 -0.031 0.217
F -0.136 0.136 -0.192
F -0.190 0.368 -0.192
O -0.987 -0.147 -0.880
C 1.537 0.867 0.259
C -0.073 -0.847 -0.106
F 0.025 0.210 0.223
F 0.448 0.156 -0.073
F -0.548 -0.154 0.150
F -0.316 -0.368 -0.052
H -0.094 -0.230 -0.063
H -0.185 -0.166 -0.185
H 0.078 0.003 0.147
H 0.051 0.209 0.136
C -0.787 -0.258 0.027
C -0.027 -0.744 0.548
C 0.397 0.692 -0.175
F -0.106 0.061 0.089
F -0.251 -0.051 0.170
F 0.120 0.138 -0.206
F 0.054 0.133 -0.426
O 1.142 0.347 -0.394
C -1.602 0.537 -0.118
C 0.660 -0.250 0.542
F -0.246 -0.074 -0.067
F -0.385 0.135 -0.178
F 0.410 -0.362 -0.073
F 0.300 -0.006 0.293
H 0.205 0.004 0.153
H 0.304 0.071 0.034
H -0.131 -0.084 0.061
H -0.225 -0.060 -0.120
C 0.658 0.485 0.052
C -0.210 0.742 0.326
C -0.177 -0.894 0.075
F 0.068 0.043 0.091
F 0.203 0.219 0.212
F -0.081 -0.201 -0.171
F -0.062 -0.101 -0.370
O -0.913 -0.776 -0.418
C 1.654 0.002 0.205
C -0.722 0.024 0.262
F 0.197 0.177 -0.059
F 0.331 0.101 -0.130
F -0.446 0.211 -0.190
F -0.448 0.030 0.131
H -0.214 -0.034 0.125
H -0.272 -0.155 0.024
H 0.063 0.156 0.058
H 0.198 0.073 -0.077

Computed properties:
Structure (SMILES): C#CCCO[C@@H](COCCC)[C@@H](O[C@@](C#C)(CCCCN(C)C(C)=O)CC(N)(N)N)P(CC)CC.FC(F)C(F)(F)COC(F)(F)C(F)F.FC(F)C(F)(F)COC(F)(F)C(F)F.FC(F)C(F)(F)COC(F)(F)C(F)F.FC(F)C(F)(F)COC(F)(F)C(F)F
Gap between HOMO and LUMO, eV: 7.3
LUMO level, eV: 0.4
HOMO, hartree: -0.254
Net charge: 0
F_max, eV/Å: 3.67